Computed, not measured: a molecular structure, C36H46N14OSTi, with ωB97M-V/def2-TZVPD.

Output
Energy relative to the best compared isomer or geometry (same formula, charge and spin) = 0.7483 eV
Max |F| = 3.4 eV/Å
2S+1 = 3
<S²> = 2.03
LUMO (alpha / beta) = 0.355 / 0.341 eV
DFT total energy = -3488.99678 a.u.
HOMO level (alpha / beta) = -4.03 / -6.54 eV
Net charge = 0

Cartesian coordinates (Å):
Ti1 -0.442984 0.082536 -1.006554
N1 -2.428468 -2.213911 -4.016349
C1 -1.926752 -1.161304 -3.298302
S1 -2.715858 -0.775558 -1.798883
N2 -0.908739 -0.505233 -3.750432
N3 -0.431434 0.482965 -2.927311
C2 0.066585 1.531752 -3.575814
C3 0.520477 2.700940 -2.931204
C4 1.018273 3.802908 -3.660909
C5 1.395703 4.968234 -3.029778
C6 1.285405 5.080596 -1.648648
C7 0.817126 4.008606 -0.898667
C8 0.437723 2.803288 -1.495271
O1 0.044001 1.796573 -0.765145
H1 -3.380665 -2.466879 -3.805399
H2 -2.144955 -2.258855 -4.982196
H3 0.078667 1.488143 -4.664736
H4 1.091277 3.723728 -4.739751
H5 1.780221 5.792367 -3.614875
H6 1.584532 5.992886 -1.153763
H7 0.741385 4.073039 0.180186
C9 2.897925 -0.561970 -1.875351
N4 2.354910 0.716288 -1.481190
C10 3.121648 1.509454 -0.542146
C11 2.741606 1.244095 0.881221
N5 1.710964 0.563829 1.307251
C12 1.799899 0.558143 2.680537
C13 1.009068 -0.061792 3.649438
C14 1.356005 0.111152 4.976909
C15 2.459432 0.866179 5.357399
C16 3.282390 1.469060 4.415752
C17 2.934757 1.298969 3.085204
N6 3.522698 1.711604 1.914016
C18 1.813435 -1.571697 -2.121816
N7 0.585996 -1.598411 -1.572110
C19 0.118716 -2.885145 -1.739531
C20 -1.078162 -3.494108 -1.356223
C21 -1.249217 -4.843861 -1.629891
C22 -0.279096 -5.592528 -2.272152
C23 0.919768 -5.012413 -2.676718
C24 1.096780 -3.665346 -2.397999
N8 2.157889 -2.824732 -2.609525
H8 3.543883 -0.928999 -1.063220
H9 3.526633 -0.488458 -2.783774
H10 2.142711 1.271603 -2.304787
H11 2.917204 2.568733 -0.745516
H12 4.212731 1.360175 -0.650178
H13 0.167837 -0.669550 3.365601
H14 0.749561 -0.348070 5.744049
H15 2.686117 0.973317 6.406629
H16 4.147160 2.045047 4.712930
H17 4.333752 2.298436 1.826720
H18 -1.863377 -2.927943 -0.887174
H19 -2.175275 -5.322125 -1.344557
H20 -0.455352 -6.639439 -2.466214
H21 1.671234 -5.591611 -3.190233
H22 2.967580 -3.008974 -3.174929
C25 -1.707997 3.250817 2.863892
N9 -2.458567 3.374624 1.629869
C26 -2.748523 4.737630 1.209838
C27 -2.792722 4.678617 -0.317582
N10 -2.635593 3.274906 -0.591436
C28 -2.832473 2.782749 -1.923183
C29 -2.335948 2.545425 0.513606
N11 -2.102755 1.282152 0.465549
C30 -1.994460 0.565675 1.713263
C31 -2.058666 -0.936817 1.469126
N12 -0.797771 -1.413576 0.934278
C32 -0.423948 -2.579921 1.333295
N13 0.813451 -3.114089 1.139239
C33 2.030014 -2.403821 0.898568
C34 0.888652 -4.471997 1.629370
C35 -0.279398 -4.516484 2.607195
N14 -1.178606 -3.474953 2.115476
C36 -2.469447 -3.980750 1.690453
H23 -1.820162 4.177489 3.424256
H24 -0.641774 3.077185 2.692890
H25 -2.101856 2.451950 3.489249
H26 -1.976406 5.425950 1.567284
H27 -3.709957 5.043964 1.639385
H28 -1.979722 5.258468 -0.776593
H29 -3.745788 5.043974 -0.717835
H30 -2.070847 3.174492 -2.605789
H31 -3.817973 3.088745 -2.292402
H32 -2.772355 1.692172 -1.901375
H33 -2.836225 0.823101 2.374141
H34 -1.047687 0.794111 2.216080
H35 -2.886510 -1.103853 0.767469
H36 -2.299405 -1.435867 2.421235
H37 2.671136 -2.438110 1.789868
H38 1.775999 -1.367675 0.674045
H39 2.569870 -2.858609 0.064307
H40 1.852534 -4.658001 2.105514
H41 0.752796 -5.176710 0.797838
H42 0.045447 -4.249278 3.619571
H43 -0.781608 -5.482768 2.639642
H44 -2.359728 -4.835225 1.013400
H45 -3.048965 -3.217170 1.184375
H46 -3.017394 -4.304257 2.578012

Force components x, y, z for each atom (eV/Å):
-2.588 -1.468 1.655
-0.002 -0.369 -0.311
0.048 0.685 0.198
0.057 -0.116 0.074
-0.221 -0.763 -1.105
-0.233 0.107 0.204
0.383 0.378 -0.867
-0.132 -0.080 0.388
-0.034 -0.043 0.084
0.068 0.088 -0.103
0.136 0.159 0.055
-0.166 -0.314 0.008
0.350 1.100 -0.718
0.934 2.836 0.233
0.122 0.064 -0.078
-0.046 0.017 -0.045
-0.050 -0.001 0.104
-0.019 -0.041 -0.009
-0.002 0.071 -0.014
0.003 0.105 0.054
-0.015 0.016 0.120
0.051 0.456 -0.357
0.385 -0.210 -0.243
0.062 -0.024 -0.206
-0.155 -0.183 0.451
0.294 0.291 -0.644
0.470 0.268 0.591
0.205 0.077 -0.128
-0.304 -0.169 -0.072
0.404 0.253 -0.117
-0.151 -0.039 0.173
-0.364 -0.255 0.163
-0.087 0.034 -0.343
-0.705 -1.590 0.963
2.740 -0.666 -1.151
0.061 -1.139 -0.505
0.091 -0.371 -0.132
-0.234 0.593 0.301
0.812 -0.017 -0.396
-0.373 -0.242 0.050
-0.644 0.051 0.340
-0.168 1.393 0.100
-0.208 -0.151 -0.168
-0.034 -0.129 0.215
-0.210 -0.061 0.133
0.048 -0.160 -0.029
-0.161 0.058 0.055
-0.191 -0.081 -0.073
-0.043 -0.063 0.048
0.049 0.036 0.111
0.057 0.024 0.019
-0.010 -0.019 -0.038
0.003 0.063 -0.021
-0.091 -0.006 0.022
0.019 -0.108 -0.054
0.119 -0.050 -0.042
0.045 -0.037 0.046
0.053 -0.272 0.079
0.070 0.012 -0.200
-0.286 0.195 0.067
0.090 0.153 -0.041
0.067 0.395 0.155
0.055 -0.313 -0.063
-0.373 -0.214 -0.051
0.153 -0.308 0.289
-0.321 -0.114 0.194
-0.451 0.411 0.486
-0.063 -0.066 -0.231
-0.054 0.134 0.237
-0.010 -0.252 0.403
0.011 0.308 -0.059
-0.227 -0.298 -0.130
0.260 0.066 0.265
0.270 0.007 -0.191
-0.214 0.025 -0.049
0.007 0.024 -0.054
0.054 -0.003 0.009
0.134 0.024 0.036
-0.039 -0.043 -0.048
0.128 0.150 -0.081
-0.108 -0.020 0.008
0.087 -0.024 0.019
-0.022 -0.032 0.056
0.003 -0.046 0.033
-0.058 0.242 -0.149
0.148 -0.055 0.075
-0.149 -0.054 0.116
0.101 -0.117 0.127
0.054 0.105 -0.170
0.004 0.064 -0.062
0.222 -0.268 0.046
0.056 -0.005 -0.020
-0.038 0.005 -0.012
0.099 -0.052 0.092
0.037 -0.168 -0.066
0.015 0.048 -0.004
-0.039 0.023 0.008
-0.029 0.062 -0.021
-0.072 0.013 -0.086